Here is a cluster of 3 separate species, C3H14N2O2 in total from the Open Molecules 2025 dataset. Energies are from ωB97M-V/def2-TZVPD.

Geometry as XYZ:
```
21
Properties=species:S:1:pos:R:3:mulliken_charge:R:1
O 2.09391 3.20901 0.39873 -0.69
O 2.15927 -0.09379 -4.11844 -0.63
N 0.34524 1.07685 1.36754 -0.57
N -0.79108 -0.53900 -0.06750 -0.34
C -0.13184 0.74700 0.05767 -0.39
C -1.13856 -2.23794 1.75905 -1.06
C -1.74740 -1.51257 0.54400 -0.35
H 0.69579 0.78930 -0.66260 0.22
H -0.41977 1.42628 1.93254 0.25
H -1.55693 -3.19262 1.97647 0.39
H -0.87434 1.51021 -0.29823 0.32
H 1.40410 3.42832 -0.23052 0.29
H 1.80377 0.13024 -4.99068 0.32
H 3.09787 0.09990 -4.13357 0.32
H -0.09295 -2.47965 1.53001 0.29
H -2.72528 -1.00791 0.62418 0.33
H -1.18914 -1.48302 2.52171 0.23
H 1.62844 2.59715 1.00233 0.41
H 0.75848 0.33265 1.91564 0.23
H -1.19091 -0.48062 -1.00593 0.14
H -2.12868 -2.31979 -0.12240 0.29
```

The charge is 0. As for the structure (SMILES): CCNCN.O.O. The value obtained for the HOMO energy is -8.22 eV.

***

Here is a cluster of 3 separate species, C3H14N2O2 in total from the Open Molecules 2025 dataset. Energies are from ωB97M-V/def2-TZVPD.

Geometry as XYZ:
```
21
Properties=species:S:1:pos:R:3:mulliken_charge:R:1
O 2.72527 1.22733 2.60760 -0.65
O -0.32035 1.96460 -1.49405 -0.69
N -1.45753 -0.66378 -1.17229 -0.34
N 1.52393 -0.09929 0.11737 -0.53
C -0.46795 -1.52622 -0.53510 -0.59
C 0.33544 -0.82013 0.56201 -0.63
C -2.68799 -0.56742 -0.40842 -0.92
H -0.73329 1.13984 -1.17715 0.42
H 0.70159 -1.55316 1.27876 0.43
H -1.59853 -0.94087 -2.12804 0.20
H -2.41954 -0.32290 0.61911 0.32
H -0.92536 -2.46407 -0.18012 0.28
H 1.35424 0.55067 -0.63540 0.17
H -0.26868 -0.09692 1.11503 0.28
H -0.78866 2.69251 -1.07246 0.30
H 0.25159 -1.85941 -1.29496 0.39
H 2.59976 0.58386 1.88103 0.34
H -3.28783 0.23635 -0.82324 0.31
H 3.66299 1.14981 2.81191 0.32
H -3.31018 -1.47086 -0.50041 0.31
H 2.27753 -0.73110 -0.10609 0.27
```

The charge is 0. As for the structure (SMILES): CNCCN.O.O. The value obtained for the HOMO energy is -9.13 eV.

***

Here is a cluster of 3 separate species, C3H14N3O2 in total from the Open Molecules 2025 dataset. Energies are from ωB97M-V/def2-TZVPD.

Geometry as XYZ:
```
22
Properties=species:S:1:pos:R:3:mulliken_charge:R:1
O 4.70738 -1.32899 3.59367 -0.66
O -2.31915 2.23496 -0.16793 -0.60
N -2.40021 -0.95744 -0.99110 -0.35
N -0.00114 -0.56736 -1.08877 -0.16
N -1.53058 0.24344 -2.74578 -0.38
C 0.43059 -0.53716 0.40841 -0.58
C 1.28539 0.79334 0.57904 -0.93
C -1.28222 -0.37155 -1.55716 0.60
H -0.31763 -0.89335 1.13140 0.37
H -2.15552 -0.26011 -3.38594 0.26
H -2.42655 -1.74634 -0.41899 0.21
H 5.23694 -2.10176 3.91546 0.33
H -3.32650 -0.58794 -1.15595 0.22
H 4.10890 -1.08037 4.37340 0.33
H 0.76711 -0.74526 -1.69662 0.31
H -3.32796 2.34978 -0.22137 0.30
H 2.33726 0.64028 -0.02649 0.30
H -2.14395 3.11333 0.21170 0.31
H 1.10980 -1.49739 0.35925 0.33
H 0.71134 1.66847 0.52819 0.32
H 1.67751 0.72242 1.59677 0.32
H -1.14080 0.90900 -3.24117 0.15
```

The charge is +1. The value obtained for the HOMO energy is -13.45 eV.

***

Here is a cluster of 2 separate species, C3H14N4 in total from the Open Molecules 2025 dataset. Energies are from ωB97M-V/def2-TZVPD.

Geometry as XYZ:
```
21
Properties=species:S:1:pos:R:3:mulliken_charge:R:1
N 1.53779 0.47609 1.45440 -0.72
N 0.56615 -0.29136 -2.03017 -0.58
N -1.04105 -0.45406 0.79576 -0.24
N -1.27472 -1.72958 0.20809 -0.64
C 2.05556 0.28635 0.14279 -0.41
C -2.22126 0.38464 0.96088 -0.98
C 1.12413 0.75608 -1.17772 -0.83
H -1.78720 -1.62005 -0.67286 0.25
H 0.52445 0.01588 1.55294 0.48
H 2.24183 -0.77936 -0.01305 0.32
H -0.42360 0.02515 0.12514 0.14
H -1.90897 1.31975 1.42291 0.35
H 1.78386 1.37368 -1.79510 0.37
H 2.99658 0.83396 0.03607 0.35
H -2.70447 0.60857 -0.00034 0.31
H -1.82959 -2.29189 0.84964 0.27
H 1.39347 1.46609 1.63699 0.25
H -2.93871 -0.11060 1.61759 0.35
H 0.35220 -1.13395 -1.50379 0.27
H 0.31841 1.43501 -0.86892 0.43
H 1.23514 -0.57040 -2.74126 0.27
```

The charge is 0. As for the structure (SMILES): NCCN.CNN. The value obtained for the HOMO energy is -8.27 eV.

***

Here is a cluster of 3 separate species, C3H14N4O in total from the Open Molecules 2025 dataset. Energies are from ωB97M-V/def2-TZVPD.

Geometry as XYZ:
```
22
Properties=species:S:1:pos:R:3:mulliken_charge:R:1
O 0.04635 -2.01631 1.56033 -0.53
N -0.78308 -2.84004 0.72319 -0.43
N 1.66146 0.27359 -0.02996 0.16
N 1.70705 -0.95265 -0.20027 -0.53
N -0.53226 0.64748 0.35877 -0.09
C -0.88123 1.95344 0.86861 -1.08
C -1.37172 0.17480 -0.72147 -1.06
C 1.91400 1.15015 -1.13853 -0.71
H 0.81892 -1.66050 0.90764 0.44
H -1.87791 1.97670 1.33340 0.33
H -0.88370 2.67922 0.04811 0.34
H -1.70554 -2.80648 1.15654 0.21
H -0.13332 2.25821 1.59986 0.34
H 1.74881 0.67073 -2.11485 0.33
H 1.72492 -1.28073 -1.18978 0.19
H -2.42953 0.10587 -0.43274 0.33
H 1.28469 2.03019 -1.03940 0.19
H 2.95515 1.47404 -1.05855 0.31
H -0.48714 -0.06713 1.10140 0.34
H -1.03758 -0.82622 -0.99990 0.34
H -0.44570 -3.79661 0.84527 0.23
H -1.29265 0.85226 -1.57766 0.35
```

The charge is 0. As for the structure (SMILES): [H]/N=N\C.CNC.NO. The value obtained for the HOMO energy is -8.18 eV.

***

Here is a cluster of 3 separate species, C3H14NO2 in total from the Open Molecules 2025 dataset. Energies are from ωB97M-V/def2-TZVPD.

Geometry as XYZ:
```
20
Properties=species:S:1:pos:R:3:mulliken_charge:R:1
O 1.83376 2.17885 -0.21376 -0.66
O 0.13999 -2.86152 -0.32387 -0.64
N 0.08373 -0.21870 0.31760 -0.06
C -1.24148 0.44730 -0.04335 -0.49
C 0.41853 -0.29219 1.79135 -0.83
C -1.36272 0.63850 -1.57030 -1.05
H -2.06636 -0.04514 0.44328 0.46
H -1.40939 -0.34339 -2.05837 0.32
H 2.69738 2.13289 -0.67330 0.33
H -0.21048 0.49530 2.28390 0.30
H -0.65877 1.32306 -2.06492 0.30
H 1.43464 -0.03944 1.83807 0.39
H -0.24332 -3.53504 -0.86956 0.29
H 2.04683 2.68201 0.63116 0.33
H 0.05361 -1.07771 -0.09909 0.31
H 1.06536 -3.07781 -0.29784 0.31
H -1.19273 1.44081 0.48563 0.34
H 0.01049 -1.29086 2.23578 0.30
H -2.33034 1.17242 -1.68852 0.34
H 0.93126 0.27068 -0.12388 0.40
```

The charge is +1. The value obtained for the HOMO energy is -15.86 eV.

***

Here is a cluster of 3 separate species, C3H14NO2 in total from the Open Molecules 2025 dataset. Energies are from ωB97M-V/def2-TZVPD.

Geometry as XYZ:
```
20
Properties=species:S:1:pos:R:3:mulliken_charge:R:1
O -0.47949 3.49124 0.53442 -0.63
O -1.51968 -1.65815 -3.11337 -0.63
N -0.06447 -0.72494 0.13339 -0.30
C -1.37071 0.08397 0.02295 -0.82
C 2.03251 -1.15684 1.39412 -1.18
C 0.93235 -0.17292 1.09719 -0.27
H -2.09867 -0.51485 -0.52822 0.34
H 1.87362 -2.13743 1.84912 0.38
H -1.36849 -0.75444 -3.41318 0.32
H 2.71409 -0.61814 2.07120 0.33
H 0.48879 3.46905 0.44247 0.31
H 0.30909 -0.76022 -0.82327 0.41
H 2.55568 -1.32769 0.42242 0.35
H -2.07636 -1.86299 -3.86895 0.31
H -0.55264 4.27732 -0.02666 0.33
H -0.26728 -1.72236 0.24937 0.39
H 0.33103 0.14024 1.95922 0.36
H 1.27047 0.81854 0.81810 0.25
H -1.15606 1.11026 -0.31330 0.36
H -1.55379 0.02033 1.09298 0.39
```

The charge is +1. The value obtained for the HOMO energy is -15.09 eV.

***

Here is a cluster of 3 separate species, C3H14NO2 in total from the Open Molecules 2025 dataset. Energies are from ωB97M-V/def2-TZVPD.

Geometry as XYZ:
```
20
Properties=species:S:1:pos:R:3:mulliken_charge:R:1
O -0.93620 0.70172 -4.12379 -0.65
O 1.79647 2.57798 0.43018 -0.65
N 0.06861 0.19635 -0.82232 -0.23
C -0.29238 -0.08841 0.58347 -0.53
C -0.26833 -1.62657 2.55207 -1.38
C -0.02771 -1.64519 0.99779 -0.33
H 1.02058 -1.96544 0.69803 0.36
H 1.79201 3.24244 -0.23404 0.32
H -0.81881 -2.42886 0.51987 0.29
H -0.77202 0.44572 -5.08868 0.34
H -1.21046 -1.44928 2.89092 0.43
H 1.58709 3.17989 1.26164 0.34
H 0.34003 -0.87062 3.09371 0.38
H 0.15523 -0.65034 -1.43943 0.38
H -0.53110 0.87830 -1.32178 0.33
H -1.85555 0.96502 -4.17867 0.33
H -1.39558 0.20713 0.79639 0.34
H 0.41336 0.43655 1.31329 0.22
H 1.01539 0.50131 -0.83302 0.35
H -0.08063 -2.60770 2.90437 0.37
```

The charge is +1. The value obtained for the HOMO energy is -15.21 eV.

***

Here is a cluster of 3 separate species, C3H14NO2 in total from the Open Molecules 2025 dataset. Energies are from ωB97M-V/def2-TZVPD.

Geometry as XYZ:
```
20
Properties=species:S:1:pos:R:3:mulliken_charge:R:1
O -1.95525 -1.20307 2.17663 -0.64
O -1.04529 -1.33387 -2.35094 -0.62
N -1.21652 0.28542 0.04301 -0.18
C 0.05650 1.10584 -0.07561 -0.51
C 1.25030 0.23038 0.32019 -0.44
C 2.51437 1.02847 -0.05355 -1.25
H -1.48492 -1.90345 2.64514 0.31
H 2.47140 2.05376 0.30805 0.36
H 3.37217 0.49157 0.38057 0.36
H -0.28068 -1.92244 -2.35346 0.30
H -2.02086 0.86248 0.28212 0.37
H -1.12403 -0.46655 0.75251 0.37
H 2.66347 0.80957 -1.10846 0.36
H -2.80152 -1.08311 2.62206 0.28
H -1.33745 -1.37730 -3.25684 0.31
H -0.14779 2.00355 0.50530 0.37
H 0.19414 1.38397 -1.13045 0.29
H 1.21478 -0.75053 -0.19659 0.28
H -1.46202 -0.12112 -0.86875 0.29
H 1.13919 -0.09354 1.35907 0.40
```

The charge is +1. The value obtained for the HOMO energy is -15.49 eV.

***

Here is a cluster of 4 separate species, C3H14NO3 in total from the Open Molecules 2025 dataset. Energies are from ωB97M-V/def2-TZVPD.

Geometry as XYZ:
```
21
Properties=species:S:1:pos:R:3:mulliken_spin:R:1
O 0.46127 3.91752 -0.42339 0.00
O -1.32215 -4.15193 0.88047 0.02
O 2.13136 1.59297 0.18341 0.00
N 0.34928 -0.45034 0.31288 0.28
C 0.89502 -1.34966 1.17496 0.71
C -1.28862 0.37707 -1.31358 0.03
C -1.04471 -0.58494 -0.16090 0.01
H -0.35682 -4.14254 0.88526 0.00
H -1.53133 -5.07047 1.08593 0.00
H 0.85453 4.62204 -0.95098 0.00
H 0.80487 0.44901 0.13929 -0.04
H -0.35898 0.49541 -1.87425 -0.01
H -1.04152 -1.62619 -0.47123 0.00
H 2.90883 1.54219 -0.38292 0.00
H 1.88787 -1.19801 1.56161 0.02
H -0.15199 4.38098 0.15709 0.00
H 1.80427 2.49938 0.07417 0.00
H 0.28789 -2.19312 1.46381 0.01
H -1.93799 -0.10701 -2.04811 0.00
H -1.65069 -0.33430 0.71064 -0.03
H -1.70040 1.33194 -1.00416 0.01
```

The charge is 0. Its multiplicity is 2. Its expectation value of S² is 0.753. The value obtained for the HOMO energy (spin up / spin down) is -4.93 / -9.12 eV.

***

Here is a cluster of 3 separate species, C3H14NO3S2 in total from the Open Molecules 2025 dataset. Energies are from ωB97M-V/def2-TZVPD.

Geometry as XYZ:
```
23
Properties=species:S:1:pos:R:3:mulliken_charge:R:1
S -1.87883 -2.60303 0.41481 -0.17
S -0.92918 -1.02993 1.28877 -0.03
O 1.36837 -0.03048 -3.55405 -0.69
O -1.99836 3.34471 1.35890 -0.62
O 1.49211 2.43696 -0.17307 -0.57
N 2.40483 0.25130 -0.86888 -0.30
C 0.86721 0.13460 -0.32815 0.00
C 0.39066 1.47586 0.21361 -0.40
C 0.74672 -1.09036 0.57478 -1.12
H 1.63560 3.16764 0.46314 0.33
H -0.43200 1.89218 -0.51693 0.38
H 1.04337 -2.01569 0.15018 0.51
H 2.29174 -0.03011 -1.85126 0.38
H 2.99121 -0.25455 -0.23225 0.34
H 2.60694 1.26960 -1.03527 0.34
H -1.20097 3.27733 0.85207 0.34
H -1.39007 -3.46157 1.31038 0.19
H 0.34203 -0.05529 -1.24682 0.14
H 1.51135 -0.81517 1.32755 0.45
H -1.79068 3.70615 2.22794 0.32
H 1.10136 0.76713 -4.02409 0.34
H 0.53386 -0.51273 -3.51199 0.33
H 0.32233 1.61917 1.28643 0.52
```

The charge is +1. The value obtained for the HOMO energy is -12.72 eV.

***

Here is a cluster of 4 separate species, C3H14NO4 in total from the Open Molecules 2025 dataset. Energies are from ωB97M-V/def2-TZVPD.

Geometry as XYZ:
```
22
Properties=species:S:1:pos:R:3:mulliken_charge:R:1
O 1.36436 0.16153 0.12176 -0.85
O 1.38606 0.39164 2.80167 -0.73
O 1.53153 -2.43049 -0.38623 -0.74
O 3.25955 1.04197 -1.25761 -0.76
N -3.47461 -0.33722 -0.13121 -0.56
C 0.17570 0.65212 -0.43414 -0.64
C -2.32372 0.48307 -0.51565 -0.48
C -1.03642 -0.11645 0.03945 -0.36
H 1.41627 -1.44221 -0.19144 0.42
H 2.20372 -0.04071 3.08413 0.27
H 2.45809 0.86472 -0.65752 0.40
H -3.60105 -0.41801 0.85061 0.20
H -0.93570 -1.18932 -0.13909 0.33
H -1.07056 -0.05531 1.13443 0.17
H 2.44622 -2.46748 -0.69502 0.26
H -4.31510 -0.01471 -0.57231 0.19
H 3.49489 0.16234 -1.48354 0.24
H 1.38245 0.34067 1.80409 0.44
H 0.26372 0.65187 -1.53121 0.29
H -2.35404 0.55424 -1.59998 0.38
H -2.32799 1.50470 -0.10774 0.20
H 0.05662 1.70303 -0.13345 0.33
```

The charge is -1. The value obtained for the HOMO energy is -4.71 eV.

***

In order of appearance, energy relative to the best compared isomer or geometry (same formula, charge and spin) = 213.7; 65.2; 243.2; 143.4; 395.0; 94.6; 159.2; 175.4; 45.8; 4.6; 121.3; 34.1 kJ/mol.
In order of appearance, largest force on an atom = 4.07; 0.87; 6.66; 3.18; 2.18; 3.87; 2.86; 3.72; 2.45; 2.23; 4.25; 1.42 eV/Å.